1.
Formula: C39H25N10OSW
Source: OMol25
Level of theory: wB97M-V/def2-TZVPD

2S+1	3
total charge	+1
F_max	1.3	eV Å⁻¹
frontier orbital gap (spin up / spin down)	5.0429 / 5.2717	eV
energy above the lowest of the compared OMol25 structures with the same formula, charge and spin	6.5	kcal per mole
calculated total energy	-70457.6731	eV

Element x y z (Å)
W  -0.41  0.26  0.11
C  -1.72  -0.08  -6.49
C  -3.03  -0.24  -6.06
C  -3.35  -0.25  -4.70
C  -2.31  -0.09  -3.81
C  -2.26  -0.07  -2.35
N  -0.93  0.03  -1.96
C  -0.16  0.19  -3.05
N  1.12  0.50  -3.08
C  1.86  0.49  -1.99
C  3.29  0.76  -1.99
C  4.14  1.20  -2.99
C  5.48  1.31  -2.69
C  5.97  0.97  -1.42
C  5.13  0.50  -0.42
C  3.77  0.42  -0.72
C  2.64  -0.08  0.03
N  2.72  -0.78  1.13
C  1.68  -1.39  1.69
N  0.34  -1.17  1.44
C  -0.39  -2.00  2.25
N  -1.68  -1.87  2.48
C  -2.42  -1.14  1.67
N  -2.11  -0.89  0.35
C  -3.10  -0.11  -0.21
N  -3.27  0.01  -1.55
C  -4.09  0.17  0.80
C  -5.26  0.92  0.78
C  -5.98  1.01  1.96
C  -5.54  0.38  3.14
C  -4.39  -0.38  3.16
C  -3.66  -0.48  1.97
C  0.51  -2.83  3.02
C  0.28  -3.85  3.94
C  1.39  -4.44  4.51
C  2.69  -4.04  4.18
C  2.92  -3.03  3.26
C  1.81  -2.43  2.69
N  1.49  0.10  -0.73
C  -0.99  0.07  -4.25
C  -0.67  0.08  -5.59
H  -1.51  -0.08  -7.56
H  -3.82  -0.37  -6.79
H  -4.37  -0.38  -4.36
H  3.75  1.44  -3.97
H  6.18  1.66  -3.44
H  7.03  1.06  -1.22
H  5.50  0.23  0.55
H  -5.61  1.40  -0.12
H  -6.89  1.59  1.99
H  -6.13  0.48  4.04
H  -4.05  -0.88  4.06
H  -0.73  -4.15  4.19
H  1.25  -5.24  5.23
H  3.53  -4.54  4.65
H  3.92  -2.72  3.01
H  0.35  0.21  -5.92
S  -0.67  1.79  1.86
C  -0.64  1.35  3.59
C  0.26  0.48  4.19
C  0.16  0.21  5.55
C  -0.83  0.80  6.32
C  -1.72  1.69  5.72
C  -1.62  1.96  4.37
H  1.06  0.04  3.62
H  0.87  -0.47  6.00
H  -0.90  0.59  7.37
H  -2.49  2.17  6.31
H  -2.32  2.65  3.90
N  -2.20  3.58  -0.66
C  -0.87  3.43  -0.73
N  -0.08  4.51  -0.68
O  -0.36  2.29  -0.87
H  -2.63  4.47  -0.49
H  -2.77  2.75  -0.65
H  -0.44  5.44  -0.57
H  0.91  4.37  -0.68



2.
Formula: C39H26EuIN6O10Se
Source: OMol25
Level of theory: wB97M-V/def2-TZVPD

2S+1	7
total charge	-2
F_max	4.9	eV Å⁻¹
frontier orbital gap (spin up / spin down)	6.4374 / 6.4411	eV
calculated total energy	-163062.8187	eV

Element x y z (Å)
Eu  0.57  -0.46  -0.53
O  3.28  -2.86  2.14
C  2.35  -2.67  1.37
N  2.32  -2.17  0.11
C  3.40  -2.24  -0.73
O  4.51  -2.73  -0.53
C  3.03  -1.80  -2.13
C  4.01  -1.50  -3.08
C  3.62  -1.23  -4.37
C  2.25  -1.31  -4.70
C  1.34  -1.61  -3.68
N  1.70  -1.83  -2.42
C  0.95  -3.05  1.87
C  0.74  -3.30  3.22
C  -0.50  -3.74  3.62
C  -1.48  -3.96  2.66
C  -1.18  -3.68  1.34
N  0.01  -3.20  0.94
H  5.05  -1.45  -2.76
H  4.35  -0.96  -5.11
H  1.88  -1.09  -5.69
H  0.29  -1.67  -3.89
H  1.56  -3.14  3.90
H  -0.71  -3.92  4.67
H  -2.47  -4.33  2.92
H  -1.92  -3.84  0.56
O  -1.40  -1.73  -1.46
C  -2.60  -1.74  -1.31
C  -3.31  -1.39  -0.08
C  -4.68  -1.64  -0.05
C  -5.41  -1.37  1.13
C  -4.76  -0.80  2.26
C  -3.43  -0.55  2.22
C  -2.62  -0.86  1.06
O  -1.38  -0.66  1.08
N  -6.79  -1.66  1.20
O  -7.46  -1.41  2.31
O  -7.38  -2.18  0.13
H  -3.24  -2.04  -2.15
H  -5.19  -2.04  -0.91
H  -5.36  -0.57  3.13
H  -2.91  -0.11  3.07
O  -0.43  0.57  -4.69
C  -0.86  0.71  -3.55
O  -0.21  0.50  -2.46
C  -2.30  1.15  -3.37
C  -3.19  1.02  -4.43
C  -4.53  1.38  -4.28
C  -4.98  1.89  -3.06
C  -4.09  2.05  -2.01
C  -2.75  1.67  -2.17
H  -2.82  0.63  -5.37
H  -5.22  1.26  -5.10
H  -6.02  2.17  -2.93
H  -4.42  2.47  -1.06
H  -2.05  1.80  -1.36
O  4.58  1.03  -1.62
C  3.64  1.35  -0.90
O  2.54  0.69  -0.75
C  3.77  2.62  -0.10
C  5.04  3.09  0.21
C  5.19  4.25  0.96
C  4.07  4.95  1.40
C  2.80  4.49  1.08
C  2.65  3.32  0.33
H  5.90  2.53  -0.16
H  6.19  4.61  1.21
H  4.19  5.85  1.99
H  1.91  5.02  1.40
H  1.67  2.94  0.09
Se  -1.48  4.24  1.17
C  -0.80  2.68  0.54
N  -0.36  1.67  0.16
I  -0.34  2.39  5.21
C  1.05  1.40  4.01
C  2.40  1.40  4.34
C  3.27  0.74  3.49
C  2.77  0.13  2.35
N  1.47  0.12  2.05
C  0.62  0.75  2.87
H  2.76  1.90  5.23
H  4.34  0.71  3.69
H  3.44  -0.38  1.66
H  -0.42  0.72  2.59



3.
Formula: C39H29Br2F10MnN7O2
Source: OMol25
Level of theory: wB97M-V/def2-TZVPD

2S+1	2
total charge	0
F_max	0.8	eV Å⁻¹
frontier orbital gap (spin up / spin down)	6.2936 / 6.2508	eV
energy above the lowest of the compared OMol25 structures with the same formula, charge and spin	0.0	kcal per mole
calculated total energy	-254017.5722	eV

Element x y z (Å)
Mn  -0.28  0.71  -0.36
C  0.15  3.74  0.91
N  0.76  2.75  0.01
C  2.03  2.35  0.60
C  1.78  1.52  1.86
N  0.49  0.84  1.83
C  0.20  0.21  2.99
C  1.07  -0.06  4.09
F  2.39  0.26  4.06
C  0.69  -0.74  5.23
F  1.61  -0.96  6.19
C  -0.59  -1.23  5.40
F  -0.95  -1.89  6.50
C  -1.48  -1.00  4.37
F  -2.73  -1.46  4.46
C  -1.09  -0.32  3.24
F  -2.04  -0.20  2.28
C  0.90  3.34  -1.33
C  -0.40  3.13  -2.08
N  -0.60  1.70  -2.22
C  -1.62  1.35  -3.07
C  -2.90  1.94  -3.12
F  -3.20  2.95  -2.28
C  -3.91  1.49  -3.95
F  -5.12  2.07  -3.89
C  -3.70  0.42  -4.80
F  -4.68  -0.03  -5.58
C  -2.45  -0.17  -4.82
F  -2.22  -1.19  -5.65
C  -1.45  0.30  -3.99
F  -0.24  -0.28  -4.09
H  0.86  4.55  1.09
H  -0.09  3.27  1.86
H  -0.74  4.16  0.46
H  2.64  3.23  0.86
H  2.60  1.79  -0.14
H  1.84  2.18  2.73
H  2.64  0.84  1.95
H  1.72  2.85  -1.85
H  1.14  4.41  -1.26
H  -0.34  3.62  -3.06
H  -1.21  3.64  -1.52
Br  -4.03  -3.84  -3.50
C  -2.94  -2.65  -2.52
C  -1.57  -2.83  -2.49
C  -0.82  -1.91  -1.79
N  -1.35  -0.87  -1.15
C  -2.68  -0.71  -1.18
C  -3.52  -1.59  -1.85
C  -3.17  0.46  -0.44
C  -4.52  0.75  -0.31
C  -4.89  1.85  0.43
Br  -6.71  2.29  0.63
C  -3.92  2.61  1.06
C  -2.60  2.24  0.87
N  -2.21  1.21  0.11
H  -1.09  -3.65  -3.02
H  0.25  -2.00  -1.74
H  -4.59  -1.46  -1.87
H  -5.28  0.13  -0.78
H  -4.17  3.45  1.68
H  -1.82  2.77  1.38
O  5.98  -0.50  -3.31
C  5.69  -1.01  -2.03
C  4.25  -0.72  -1.69
C  3.44  0.04  -2.51
C  2.14  0.29  -2.10
N  1.61  -0.16  -0.96
C  2.37  -0.98  -0.20
C  3.69  -1.26  -0.54
C  1.74  -1.71  0.93
C  2.45  -2.24  1.99
C  1.79  -3.03  2.93
C  2.54  -3.63  4.09
O  3.29  -4.78  3.70
C  0.44  -3.27  2.74
C  -0.21  -2.65  1.68
N  0.42  -1.89  0.80
H  6.89  -0.72  -3.53
H  6.32  -0.54  -1.26
H  5.85  -2.09  -1.98
H  3.80  0.44  -3.44
H  1.46  0.89  -2.69
H  4.27  -1.93  0.08
H  3.51  -2.02  2.12
H  1.85  -3.86  4.90
H  3.27  -2.92  4.47
H  2.67  -5.44  3.37
H  -0.11  -3.88  3.45
H  -1.28  -2.77  1.54



4.
Formula: C39H29BrCl2N4O2OsP
Source: OMol25
Level of theory: wB97M-V/def2-TZVPD

2S+1	5
total charge	+1
F_max	0.5	eV Å⁻¹
frontier orbital gap (spin up / spin down)	4.8319 / 5.9180	eV
energy above the lowest of the compared OMol25 structures with the same formula, charge and spin	0.0	kcal per mole
calculated total energy	-157805.0013	eV

Element x y z (Å)
Os  0.22  -0.48  -0.32
Br  -9.46  -0.66  1.80
C  -8.01  -1.75  2.29
C  -8.07  -3.12  2.05
C  -7.01  -3.92  2.41
C  -5.88  -3.35  3.00
C  -5.83  -1.97  3.26
C  -6.90  -1.18  2.90
N  -4.85  -4.23  3.34
N  -3.74  -3.79  3.78
C  -2.82  -3.08  3.20
C  -1.77  -2.60  4.08
C  -0.82  -1.75  3.67
C  -0.76  -1.36  2.29
O  0.16  -0.65  1.84
C  -1.78  -1.85  1.36
N  -1.64  -1.42  0.09
C  -2.48  -1.93  -0.82
C  -3.43  -2.89  -0.51
C  -3.59  -3.30  0.79
C  -2.77  -2.75  1.77
H  -8.95  -3.55  1.59
H  -7.04  -4.99  2.26
H  -4.98  -1.53  3.76
H  -6.88  -0.12  3.10
H  -1.83  -2.94  5.11
H  -0.05  -1.37  4.34
H  -2.38  -1.55  -1.83
H  -4.05  -3.29  -1.30
H  -4.33  -4.04  1.04
C  3.35  2.43  -4.52
C  2.93  2.64  -3.22
C  2.01  1.78  -2.64
C  1.49  0.72  -3.37
C  1.91  0.51  -4.68
C  2.84  1.36  -5.25
P  0.18  -0.30  -2.63
C  -1.34  0.44  -3.31
C  -1.61  0.42  -4.68
C  -2.73  1.04  -5.18
C  -3.60  1.71  -4.33
C  -3.34  1.75  -2.97
C  -2.21  1.12  -2.46
C  0.36  -1.92  -3.44
C  1.63  -2.50  -3.42
C  1.82  -3.78  -3.92
C  0.74  -4.49  -4.43
C  -0.52  -3.92  -4.45
C  -0.71  -2.63  -3.96
H  4.08  3.09  -4.97
H  3.33  3.46  -2.64
H  1.72  1.92  -1.61
H  1.53  -0.33  -5.25
H  3.18  1.19  -6.27
H  -0.93  -0.09  -5.36
H  -2.93  1.01  -6.25
H  -4.48  2.20  -4.73
H  -4.00  2.29  -2.30
H  -2.00  1.18  -1.40
H  2.48  -1.96  -3.02
H  2.81  -4.22  -3.90
H  0.89  -5.49  -4.82
H  -1.36  -4.47  -4.86
H  -1.69  -2.19  -4.01
O  -0.64  1.91  0.51
H  -0.23  2.69  0.12
H  -0.34  1.90  1.43
Cl  4.72  0.88  -0.44
C  4.43  -0.81  -0.29
C  5.50  -1.68  -0.19
C  5.28  -3.05  -0.07
C  3.98  -3.55  -0.05
C  2.92  -2.67  -0.15
Cl  1.30  -3.33  -0.11
C  3.08  -1.27  -0.28
N  2.07  -0.42  -0.40
H  6.50  -1.28  -0.20
H  6.11  -3.72  0.01
H  3.80  -4.61  0.05



5.
Formula: C39H29BrF5N4STeW
Source: OMol25
Level of theory: wB97M-V/def2-TZVPD

2S+1	3
total charge	+1
F_max	4.2	eV Å⁻¹
frontier orbital gap (spin up / spin down)	5.1553 / 5.0801	eV
energy above the lowest of the compared OMol25 structures with the same formula, charge and spin	42.7	kcal per mole
calculated total energy	-150451.2070	eV

Element x y z (Å)
W  0.34  -0.41  0.19
N  0.21  -1.67  2.42
C  -1.18  -1.75  2.78
C  -1.63  -1.21  3.97
C  -2.97  -1.28  4.31
C  -3.85  -1.95  3.48
C  -3.40  -2.51  2.30
C  -2.06  -2.42  1.92
C  -1.66  -2.93  0.59
C  -2.16  -4.18  0.20
C  -1.98  -4.63  -1.09
C  -1.36  -3.82  -2.03
C  -0.82  -2.61  -1.62
C  -0.90  -2.14  -0.30
H  0.74  -1.27  3.20
H  0.57  -2.62  2.26
H  -0.93  -0.72  4.63
H  -3.32  -0.84  5.23
H  -4.90  -2.01  3.74
H  -4.10  -3.00  1.64
H  -2.67  -4.79  0.92
H  -2.33  -5.62  -1.37
H  -1.27  -4.14  -3.05
H  -0.29  -2.01  -2.37
F  2.69  5.81  -2.63
C  2.45  4.52  -2.48
C  1.55  4.08  -1.51
F  0.92  4.95  -0.71
C  1.31  2.73  -1.38
F  0.45  2.28  -0.40
C  1.91  1.76  -2.17
S  1.54  0.08  -2.00
C  2.83  2.22  -3.13
F  3.47  1.33  -3.88
C  3.10  3.57  -3.28
F  3.99  3.98  -4.18
Br  -5.76  3.85  1.27
C  -4.11  2.92  1.44
C  -4.11  1.53  1.40
C  -2.92  0.84  1.46
C  -1.71  1.53  1.59
C  -1.74  2.93  1.67
C  -2.93  3.62  1.58
N  -0.48  0.87  1.64
C  0.39  1.33  2.55
C  1.76  1.11  2.36
C  2.76  1.58  3.25
C  4.08  1.50  2.89
C  4.40  0.99  1.63
C  3.39  0.51  0.82
N  2.09  0.50  1.17
H  -5.05  1.00  1.33
H  -2.92  -0.24  1.44
H  -0.81  3.48  1.76
H  -2.93  4.70  1.62
H  0.05  1.92  3.39
H  2.45  2.01  4.19
H  4.85  1.85  3.56
H  5.42  0.97  1.28
H  3.64  0.11  -0.16
C  -4.29  1.59  -2.07
C  -3.05  0.89  -2.64
C  -2.06  0.56  -1.65
N  -1.24  0.21  -0.91
H  -4.99  1.77  -2.88
H  -4.03  2.55  -1.62
H  -4.77  0.98  -1.31
H  -2.58  1.53  -3.39
H  -3.34  -0.05  -3.12
Te  2.20  -2.49  0.12
C  2.44  -3.62  -1.72
C  3.23  -3.10  -2.73
C  3.65  -3.92  -3.77
C  3.28  -5.25  -3.80
C  2.43  -5.75  -2.82
C  2.01  -4.94  -1.78
H  3.55  -2.07  -2.71
H  4.30  -3.52  -4.53
H  3.65  -5.90  -4.57
H  2.12  -6.78  -2.85
H  1.36  -5.34  -1.01